Version P
The following is a DFT calculation (the ωB97M-V functional and the def2-TZVPD basis) of a gas-phase ion, C5H8FN2 (charge +1).

XYZ file:
```
16
C5H8FN2, DFT the ωB97M-V functional and the def2-TZVPD basis
C 1.17782 0.58019 0.29680
C -0.17554 1.06474 0.37018
C -1.22071 -1.13716 0.27106
C 2.56635 -1.23307 -0.19999
C -2.52291 0.79564 -0.12047
N 1.27806 -0.59036 -0.11497
N -1.15349 0.24557 0.24526
F -2.01260 -1.60915 -0.63083
H 2.03693 1.32063 0.66515
H -0.33184 2.09606 0.55215
H 2.39918 -2.36100 -0.03441
H 2.87760 -1.34972 -1.22347
H 3.41755 -0.67586 0.30404
H -2.98058 0.41262 -0.96412
H -3.11163 0.60966 0.81626
H -2.24421 1.83120 -0.23265
```

net charge: +1
HOMO energy (spin up / spin down): -14.1418 / -14.1402 eV



Version Q
The following is a DFT calculation (the ωB97M-V functional and the def2-TZVPD basis) of a gas-phase ion, C5H8FN2 (charge +1).

XYZ file:
```
16
C5H8FN2, DFT the ωB97M-V functional and the def2-TZVPD basis
F 1.98289 -1.33448 0.68282
C 2.39101 -0.12921 0.04620
C 1.20423 0.66942 -0.62957
C -0.21655 0.19317 -0.19732
C -1.31858 1.11705 0.09468
N -2.40549 0.26446 0.43829
C -2.03524 -1.04382 0.36242
N -0.72356 -1.11950 -0.03916
H 2.82050 0.53199 0.85556
H 3.17998 -0.41862 -0.70892
H 1.29874 0.72725 -1.75706
H 1.28477 1.74558 -0.28535
H -1.32968 2.23186 0.05364
H -3.35546 0.52703 0.71343
H -2.59355 -1.98712 0.55343
H -0.18401 -1.97507 -0.18308
```

net charge: +1
HOMO energy: -13.9519 eV
SMILES: FCCc1c[nH]c[nH+]1



Version R
The following is a DFT calculation (the ωB97M-V functional and the def2-TZVPD basis) of a gas-phase ion, C5H8FN2 (charge +1).

XYZ file:
```
16
C5H8FN2, DFT the ωB97M-V functional and the def2-TZVPD basis
C -0.92301 -0.11002 2.29992
C -0.53949 -0.26028 0.82724
C -0.32563 0.61114 -0.17930
N -0.14435 -0.04418 -1.37456
C 0.26564 0.49976 -2.69028
C -0.17821 -1.34730 -1.00800
F 0.11608 -2.33733 -1.98831
N -0.42397 -1.51109 0.26157
H -1.85867 0.32903 2.51504
H -0.88632 -1.17521 2.80102
H -0.19074 0.48490 2.93559
H -0.44294 1.65365 -0.10857
H -0.67837 0.67648 -3.22783
H 1.13200 1.21446 -2.63630
H 0.51795 -0.37047 -3.32289
H -0.28538 -2.41188 0.58711
```

net charge: +1
HOMO energy: -14.2927 eV
SMILES: Cc1cn(C)c(F)[nH+]1



The data favor version Q; the next most stable structure lies 0.616 eV above it.